# 1
123
Properties=species:S:1:pos:R:3 method="wB97M-V/def2-TZVPD" e_homo_ev=-12.068 spin_multiplicity=1 gap_ha=0.323 max_force_ev_per_a=14.8 energy_ev=-73590.8818 charge=+1 e_above_lowest_kj_mol=121.3
C 3.37702 1.37713 -2.04527
C 2.84902 0.31213 -1.12227
C 1.28402 0.21313 -1.50527
C 0.58302 -0.80987 -0.68527
N -0.86898 -0.68187 -0.65127
C -1.38498 -0.90087 -2.05227
C -1.56498 0.46113 -2.79627
C -1.89498 1.40413 -1.54427
C -1.43598 0.73613 -0.36427
C -1.53298 -1.67487 0.25773
C -0.99898 -1.60187 1.75673
C -1.84598 -2.54087 2.68473
H 3.63702 1.08013 -2.89027
H 4.39302 1.69713 -1.78327
H 3.14802 2.44513 -1.93727
H 2.94602 0.52613 -0.16127
H 3.25502 -0.61187 -1.32927
H 1.10502 -0.13887 -2.41727
H 0.89602 1.19513 -1.41927
H 0.92402 -0.52387 0.23073
H 0.77202 -1.80087 -1.15927
H -2.40698 -1.51787 -2.02827
H -0.90998 -1.65887 -2.60627
H -2.38098 0.35113 -3.32927
H -0.80698 0.65513 -3.47127
H -2.98398 1.57513 -1.40727
H -1.28898 2.35813 -1.82027
H -2.16498 0.68813 0.40873
H -0.55898 1.36313 0.18673
H -1.24198 -2.65187 -0.11327
H -2.72898 -1.56887 0.45273
H -0.86398 -0.69887 2.23573
H 0.03902 -2.05987 1.86973
H -1.69098 -3.69887 2.33273
H -3.01198 -2.38487 2.57473
H -1.88998 -2.38687 3.87373
O 0.82602 3.34313 0.28173
H 1.69102 3.40613 0.44373
H 0.45502 4.24213 0.45973
O -4.74298 -5.28387 2.43573
H -4.32998 -6.06987 2.34073
H -4.52098 -4.79687 3.15773
O -4.58898 -3.68787 0.17373
H -4.68198 -4.44987 0.81773
H -3.92098 -4.13387 -0.37927
O 2.33202 -0.70687 2.17873
H 2.22702 -0.52187 3.05173
H 3.17702 -0.11887 2.03273
O -1.01698 -4.84187 5.30673
H -0.12198 -4.72487 4.82073
H -1.23498 -5.85987 5.46373
O 6.41002 -2.41687 -0.41027
H 6.01402 -1.46787 -0.57227
H 7.04802 -2.18787 0.32573
O -0.81398 -5.80087 1.34173
H -0.22798 -5.55187 2.10073
H -0.34698 -5.67187 0.49873
O -1.34098 -0.87987 -6.41227
H -2.36698 -1.08987 -6.33327
H -1.17398 0.01113 -6.11027
O 2.77002 4.34513 -3.92227
H 2.99502 4.32213 -4.81627
H 2.03502 3.73313 -3.76427
O 4.31302 1.26113 2.05873
H 5.05402 0.93713 1.47873
H 4.19502 2.15313 1.53473
O -0.99898 3.06013 2.44973
H -1.72798 3.52913 2.02273
H -0.41198 3.11213 1.62173
O 7.21902 0.86413 -1.96727
H 8.09802 1.09513 -2.22827
H 6.71702 1.65513 -2.37427
O 3.92502 -3.12887 -2.40927
H 4.59902 -2.56487 -2.87227
H 4.50002 -3.71487 -1.72727
O 1.29002 -4.54287 2.76473
H 1.64502 -5.53087 2.92073
H 1.58602 -4.41187 1.85473
O -4.00898 -4.29287 4.94773
H -3.09998 -4.56187 4.71473
H -4.01098 -3.56887 5.72273
O 3.55002 3.65213 0.90573
H 3.72402 4.18113 0.19573
H 3.34802 4.35313 1.58873
O -3.09998 0.30813 5.24573
H -2.24498 0.57813 5.03473
H -2.69298 -0.55687 5.62273
O 6.22902 3.61713 -2.07327
H 5.34502 3.74213 -2.04327
H 6.61702 4.35313 -1.48827
O -4.49998 4.09813 -1.04227
H -4.29698 3.90813 -2.06927
H -4.69998 5.05713 -1.22927
O -0.66698 3.73013 -4.45627
H -0.20398 4.01213 -3.60627
H -0.23498 4.04413 -5.05527
O -5.16598 1.12213 -0.23127
H -5.05598 2.09313 -0.11427
H -4.85498 0.70813 0.52173
O -4.99398 -0.99487 -2.00127
H -5.02098 -0.23087 -1.33427
H -5.03098 -1.61587 -1.25027
O 2.40202 -3.11587 0.77473
H 2.19302 -2.23187 1.19073
H 3.21702 -3.52387 0.44073
O -0.58498 0.90313 4.25173
H 0.38202 0.81613 4.45473
H -0.51398 1.68413 3.58773
O 3.80402 4.73013 -1.52427
H 4.15002 5.68313 -1.48127
H 3.30802 4.79613 -2.29927
O -1.36398 1.88813 -6.09827
H -0.97498 2.51613 -5.55327
H -0.76098 2.02613 -6.89827
O -3.75898 1.10013 2.41873
H -3.30398 1.88313 2.37973
H -3.86698 0.74313 3.35173
O -5.54198 -2.00887 3.74773
H -5.11798 -2.71387 3.92773
H -5.78398 -1.67187 4.54173
O 0.49202 4.30413 -2.26527
H 0.62502 5.22713 -1.93727
H 0.76802 3.79113 -1.38127

# 2
9
Properties=species:S:1:pos:R:3 method="wB97M-V/def2-TZVPD" e_homo_ev="-8.758 / -8.601" spin_multiplicity=1 gap_ha="0.276 / 0.261" max_force_ev_per_a=5.3 energy_ev=-74138.0129 e_above_lowest_kj_mol=91.3
C -0.84149 0.64713 -0.39092
N 0.49496 -0.58709 0.82313
N -0.70160 -0.50142 0.36121
Br 2.16264 -0.93255 -1.13495
H -0.54461 0.26450 -1.35454
H -1.97415 0.77559 -0.35242
H -0.33348 1.55055 -0.04431
H 0.87405 -1.48491 1.11198
H 0.86368 0.26821 0.98082

# 3
56
Properties=species:S:1:pos:R:3 method="wB97M-V/def2-TZVPD" e_homo_ev=-7.388 spin_multiplicity=1 gap_ha=0.286 max_force_ev_per_a=0.3 energy_ev=-125016.3924
Zn -1.65318 -0.96338 -1.07189
S -3.29803 -1.24322 -2.67017
C -4.39843 0.08189 -2.30119
C -5.74445 -0.08121 -2.64725
C -6.68345 0.90694 -2.41247
C -6.31177 2.10729 -1.82319
C -4.98385 2.30434 -1.48873
C -4.03412 1.31362 -1.72455
S -2.37291 1.65843 -1.21667
C -1.49845 1.68522 -2.80642
C -0.10624 1.14118 -2.64825
C 0.97915 1.83103 -3.14966
C 2.24280 1.26589 -3.04424
C 2.37503 0.02380 -2.46756
C 1.23839 -0.61805 -1.98356
C 1.42331 -2.00038 -1.41895
S -0.02077 -2.81667 -0.70146
C 0.25505 -2.52684 1.03736
C 1.40218 -3.07374 1.60430
C 1.69981 -2.86140 2.93643
C 0.81593 -2.12384 3.71559
C -0.33999 -1.60610 3.16208
C -0.65014 -1.78131 1.80543
S -2.11691 -1.04977 1.18427
N 0.03690 -0.05610 -2.04996
H -6.04365 -1.01993 -3.09455
H -7.71660 0.73507 -2.68644
H -7.04418 2.87959 -1.63139
H -4.66433 3.23613 -1.04022
H -1.46571 2.69695 -3.20431
H -2.05561 1.03905 -3.48851
H 0.83123 2.79565 -3.61435
H 3.11211 1.79326 -3.41484
H 3.33996 -0.44826 -2.34890
H 2.21582 -1.95391 -0.67159
H 1.78429 -2.64881 -2.22096
H 2.07285 -3.65720 0.98563
H 2.59878 -3.28377 3.36587
H 1.02464 -1.95857 4.76535
H -1.02829 -1.03828 3.77478
C 5.13626 -0.30842 2.53817
N 3.79807 0.22892 2.35595
C 3.21814 1.03676 3.27252
C 1.96772 1.50673 3.10050
C 1.28122 1.08424 1.91520
N 1.84990 0.32456 1.00307
C 3.11441 -0.13081 1.17710
O 3.69801 -0.86282 0.38598
N 0.01828 1.50185 1.70180
H 5.53717 0.05541 3.48158
H 5.77958 0.00447 1.71828
H 5.10337 -1.39654 2.54607
H 3.81588 1.27227 4.14333
H 1.50220 2.14701 3.83347
H -0.49037 1.88717 2.47916
H -0.54701 0.96462 1.05296

# 4
11
Properties=species:S:1:pos:R:3 method="wB97M-V/def2-TZVPD" e_homo_ev=-8.850 spin_multiplicity=1 gap_ha=0.333 max_force_ev_per_a=3.9 energy_ev=-20405.7947 e_above_lowest_kj_mol=79.9 smiles="[H]/N=C/n1nn[nH]c1=S"
H 0.51978 -1.20556 3.08417
N 0.79533 -1.07322 2.00605
C 0.09325 -0.16424 1.45628
N -0.14755 0.12053 0.13703
N -0.63320 1.40068 -0.05607
N -0.68235 1.59760 -1.26536
N -0.34975 0.44619 -1.93867
C 0.13237 -0.48734 -1.03642
S 0.97010 -1.80812 -1.40643
H -0.43245 0.69290 2.02066
H -0.26553 0.48058 -3.00123